No. 1
# C9H12BrIO

C9H12BrIO in the gas phase (ωB97M-V/def2-TZVPD, OMol25).

Output
Spin multiplicity: 1
HOMO-LUMO gap: 8.74 eV
DFT total energy: -89715.909 eV

Geometry as XYZ:
```
24
Properties=species:S:1:pos:R:3:forces:R:3:nbo_charge:R:1
C 1.237460 0.354797 1.196047 5.219 1.826 2.115 -0.1768
C 1.059252 -0.899371 2.002978 0.298 1.028 0.063 0.5660
C 2.225280 1.220419 1.794031 -3.088 -1.705 -1.619 -0.2738
C -0.379041 -1.276051 2.065986 0.976 -2.346 2.007 -0.5266
C -1.084287 -1.154401 0.701281 -1.719 0.357 2.009 -0.3987
C -0.120240 -0.845191 -0.407401 -0.753 2.369 2.223 -0.3979
C 0.661059 0.503504 -0.192233 -0.848 -0.505 1.321 -0.0648
C 1.741713 0.529018 -1.232328 0.192 1.770 -1.633 -0.6055
C -0.187320 1.800892 -0.285086 1.604 0.274 -0.902 -0.6212
O 1.928539 -1.347058 2.725733 -0.670 -0.593 -0.662 -0.5569
Br 2.447392 2.996118 1.189519 0.242 0.148 -0.148 0.1028
I 3.352005 0.950627 3.517864 0.063 0.136 0.103 0.2946
H -0.308821 -2.284156 2.682013 -0.824 1.468 -1.728 0.2414
H -0.652018 -0.583648 2.875553 -0.735 0.140 -0.423 0.2495
H -1.614928 -2.083354 0.481995 0.142 -0.053 -0.006 0.2238
H -1.923743 -0.397650 0.801966 1.053 -0.581 -0.324 0.2100
H 0.511354 -1.674203 -0.461276 1.442 -1.118 -0.578 0.2091
H -0.776183 -0.777619 -1.194561 -0.829 0.166 -2.721 0.2175
H 1.425004 0.726689 -2.308058 -0.220 -0.626 1.348 0.2189
H 2.346404 -0.330727 -1.184368 0.617 -1.305 -0.108 0.2151
H 2.410938 1.356203 -1.060752 0.323 0.396 0.254 0.2179
H -0.714524 1.539999 -1.155423 -1.323 0.610 -1.408 0.2061
H 0.442674 2.723850 -0.460443 -0.621 -1.372 -0.121 0.2300
H -0.854176 2.100796 0.487966 -0.541 -0.484 0.937 0.2193
```
Forces are in eV/Å.

No. 2
# C4H15N2O

A 2-piece molecular cluster, C4H15N2O overall (ωB97M-V/def2-TZVPD, OMol25).

Output
Energy relative to the best compared isomer or geometry (same formula, charge and spin): 72.51 kcal/mol
Spin multiplicity: 1
Total charge: +1
HOMO-LUMO gap: 9.82 eV
DFT total energy: -9410.518 eV

Geometry as XYZ:
```
22
Properties=species:S:1:pos:R:3:forces:R:3:nbo_charge:R:1
C 0.060540 -1.179369 0.737832 2.151 -1.143 0.433 -0.2401
N -1.179588 -0.547447 1.217733 0.636 -0.557 1.047 -0.6597
C -2.180472 -1.630182 1.604010 0.500 1.610 3.439 -0.4281
C 1.260440 -0.201747 0.172008 -2.450 -1.349 2.060 -0.2411
N 0.677031 0.537398 -0.999838 1.576 -0.299 0.421 -0.5285
C 1.613063 0.393452 -2.092547 2.787 0.188 -5.029 -0.4919
H 0.594745 -1.817003 1.544641 -0.728 0.940 -1.028 0.1997
H -0.170108 -1.950328 -0.070773 0.047 1.192 0.805 0.2049
H -1.011150 -0.028102 2.143859 -0.042 -0.858 -2.103 0.3814
H -2.095321 -2.598694 1.203291 0.487 -0.840 -1.446 0.2116
H -2.047534 -1.896839 2.759191 -0.464 0.841 -2.196 0.1926
H -3.164821 -1.207230 1.433193 -0.133 -0.268 0.129 0.2196
H 1.555128 0.483267 1.022685 -0.046 -0.622 -1.379 0.2508
H 2.065298 -0.856047 -0.246486 -0.616 0.753 0.830 0.2380
H 0.682541 1.531334 -0.961067 -0.435 1.284 1.526 0.4542
H -0.320202 0.336021 -1.102348 0.048 -0.623 -0.431 0.4603
H 1.705969 -0.543508 -2.672744 -0.972 -0.267 1.061 0.2550
H 1.312629 1.086277 -2.963282 0.578 -0.580 1.567 0.2410
H 2.789426 0.524137 -1.882847 -3.031 0.463 0.423 0.2670
H -1.493093 2.974350 -0.448480 0.100 0.442 -0.139 0.4937
H -0.001152 3.614557 -0.421622 -2.001 -1.013 0.902 0.4867
O -0.653369 2.975703 0.023590 2.008 0.707 -0.890 -0.9671
```
Forces are in eV/Å.